Entry 1:
Below is the molecule C5H6OS, with properties calculated with ωB97M-V with the def2-TZVPD basis set.

* E_LUMO: -0.96 eV
* HOMO-LUMO gap: 7.663 eV
* structure (SMILES): O=C1CCCC1=S
* F_max: 3.90 eV/Å
* calculated total energy: -18163.1922 eV

Structure (XYZ):
```
13
C5H6OS (ωB97M-V with the def2-TZVPD basis set)
C -1.60104 -1.28787 -0.05479
C -2.08662 0.24101 -0.14382
C -0.08266 -1.31433 -0.02652
C -0.76917 0.96166 -0.28017
C 0.30817 0.08077 0.42671
O -2.37513 -2.15226 -0.01411
S -3.60956 0.77109 0.10371
H 0.06863 -2.05965 0.81619
H 0.25583 -1.47753 -1.03095
H -0.66004 1.37910 -1.39517
H -0.85993 1.89381 0.41777
H 0.12190 0.02923 1.53227
H 1.29000 0.51446 0.24277
```


Entry 2:
Below is a structure of composition C27H45CeNO2P2, with properties calculated with ωB97M-V with the def2-TZVPD basis set.

* E_LUMO (spin up / spin down): -3.26 / -3.26 eV
* ⟨S²⟩: 0.752
* HOMO-LUMO gap (spin up / spin down): 3.929 / 3.969 eV
* charge: +1
* F_max: 3.13 eV/Å
* calculated total energy: -65810.5744 eV
* spin multiplicity: 2

Structure (XYZ):
```
78
C27H45CeNO2P2 (ωB97M-V with the def2-TZVPD basis set)
Ce 1.15792 -0.79733 1.61984
C -1.05182 -1.05978 2.81156
C -0.75423 -2.30946 2.16262
C 0.81726 -1.95472 3.84717
C -0.09677 -0.85509 3.86137
C 0.43061 -2.83853 2.78310
C -2.17821 -0.13675 2.53779
H -1.97552 0.52318 1.68792
H -2.36876 0.51231 3.39841
H -3.08587 -0.70625 2.32725
C -0.16455 0.21115 4.89590
H -0.85852 1.00126 4.58404
H 0.82031 0.66624 5.05525
H -0.50979 -0.19672 5.86393
C 1.90309 -2.20442 4.82947
H 1.50318 -2.46664 5.82109
H 2.53512 -1.31371 4.96275
H 2.56141 -3.01085 4.48609
C 1.18444 -4.05022 2.38102
H 1.66043 -4.51072 3.24990
H 1.98774 -3.82865 1.66100
H 0.52354 -4.77932 1.92244
C -1.53039 -3.00047 1.09613
H -1.53304 -4.07816 1.31270
H -1.11522 -2.84910 0.08059
H -2.56852 -2.64148 1.11342
C -2.09222 2.47261 -0.73536
C -2.99865 1.57250 -0.33058
C -2.96658 0.11829 -0.71394
C -2.89531 -0.16709 -2.24916
C -1.58754 -0.58338 -2.77441
C -0.31763 -0.44112 -2.05725
C -0.16685 0.91640 -1.27176
C -1.05640 2.09874 -1.74376
H -3.85633 -0.40152 -0.31218
H -3.31474 0.67825 -2.82587
H -2.11045 -0.38149 -0.21376
H -1.60715 1.80945 -2.70331
H -2.08623 3.50333 -0.37242
H -3.76320 1.83292 0.40154
H -0.44000 2.98869 -1.96797
H -0.36970 0.74770 -0.20324
H -0.21976 -1.28660 -1.32986
H 0.87641 1.26641 -1.27573
H -3.59531 -1.00665 -2.44040
H -1.62306 -1.44462 -3.43052
P -0.65188 1.51020 -4.24539
C -0.62352 3.12258 -5.05445
C -1.63725 0.40629 -5.28333
P 1.18829 -0.61599 -3.15355
C 1.05148 0.88771 -4.20316
C 1.03377 -2.03719 -4.23570
C 2.79371 -0.67892 -2.37127
H 0.37770 3.56545 -4.96477
H -1.36288 3.80444 -4.61578
H -0.86633 2.98955 -6.11782
H -1.57504 0.73553 -6.32107
H -2.68898 0.42297 -4.97769
H -1.27780 -0.62529 -5.25604
H 3.58712 -0.41333 -3.09499
H 2.95396 -1.71411 -2.02549
H 2.86287 0.01841 -1.52801
H 1.69239 1.71376 -3.83219
H 1.32847 0.69523 -5.25541
H 1.71575 -2.80855 -3.85237
H 1.36595 -1.77329 -5.24970
H 0.01559 -2.44732 -4.29551
O 0.89131 1.58831 1.52802
C 1.76779 1.81765 2.43405
C 2.15596 3.16537 3.00849
C 3.03349 2.77518 4.17815
C 3.10488 1.25438 4.17296
O 3.54689 0.51230 5.03470
N 2.43749 0.79307 3.01289
H 2.72144 3.72259 2.24936
H 1.25727 3.72317 3.31225
H 4.05504 3.15545 4.05762
H 2.64194 3.11574 5.14243
```


Entry 3:
Below is a structure of composition C32H26Cl8MoN2O5S2Si, with properties calculated with ωB97M-V with the def2-TZVPD basis set.

* E_LUMO (spin up / spin down): -1.74 / -1.94 eV
* ⟨S²⟩: 2.039
* HOMO-LUMO gap (spin up / spin down): 6.486 / 6.814 eV
* F_max: 0.93 eV/Å
* calculated total energy: -178413.3670 eV
* spin multiplicity: 3

Structure (XYZ):
```
77
C32H26Cl8MoN2O5S2Si (ωB97M-V with the def2-TZVPD basis set)
Mo 0.13304 1.88514 1.17856
O -2.89220 4.24634 2.49343
C -2.29783 3.20056 2.52712
O -1.79710 2.61001 1.45010
C -2.12941 2.42334 3.82551
C -2.02789 0.91213 3.60398
C -2.22463 0.14194 4.90366
C -0.91220 0.47280 5.65504
C -0.16989 1.31416 4.61755
O -0.60969 0.72975 3.36479
C -0.77756 2.72629 4.55922
C 0.15597 3.64884 3.80346
O 0.62997 4.66037 4.24269
O 0.45961 3.15238 2.61289
H -2.97085 2.68039 4.46808
H -2.58772 0.54589 2.74708
H -2.29324 -0.92467 4.69375
H -3.12200 0.44734 5.44007
H -0.35436 -0.42580 5.91097
H -1.07897 1.04270 6.56833
H 0.91674 1.27532 4.66663
H -0.93246 3.15364 5.54884
S -1.53401 0.43955 0.11418
C -0.89692 -0.36774 -1.19243
N -1.62894 -1.06070 -2.05459
C -1.03735 -1.60800 -3.27322
C 0.33049 -2.14698 -2.96976
N 1.12738 -1.10877 -2.32655
C 2.56174 -1.13337 -2.63001
C 2.83194 -0.53878 -3.98816
C 2.48258 0.78425 -4.25636
C 2.71839 1.32382 -5.50881
C 3.30609 0.55074 -6.50450
C 3.65688 -0.76307 -6.24237
C 3.41693 -1.30591 -4.98570
C 0.58118 -0.25357 -1.46362
S 1.44241 0.93065 -0.70133
C -3.08658 -1.19736 -1.94469
C -3.45651 -2.61577 -1.59901
C -4.17055 -3.40531 -2.48839
C -4.48569 -4.71965 -2.16282
C -4.08146 -5.24757 -0.94828
C -3.36519 -4.46029 -0.05285
C -3.05632 -3.15072 -0.37573
H -0.98769 -0.82079 -4.03200
H -1.68624 -2.40479 -3.63376
H 0.83135 -2.42831 -3.89588
H 0.27764 -3.02431 -2.31658
H 2.88010 -2.17758 -2.59625
H 3.08876 -0.59836 -1.84133
H 2.03626 1.39997 -3.48318
H 2.45045 2.35240 -5.70791
H 3.49249 0.97611 -7.48101
H 4.11605 -1.36775 -7.01249
H 3.69389 -2.33358 -4.77925
H -3.51505 -0.90088 -2.90464
H -3.43953 -0.49641 -1.19143
H -4.49186 -2.99054 -3.43665
H -5.04681 -5.32799 -2.85907
H -4.32644 -6.26946 -0.69296
H -3.05489 -4.86794 0.89964
H -2.50428 -2.53491 0.32548
Cl 1.20234 -1.31706 1.89584
C 2.34817 -0.06516 2.33787
C 2.14787 1.23092 1.88901
C 3.21496 2.11140 2.04890
Cl 3.15943 3.66261 1.27955
C 4.37001 1.76184 2.74353
Cl 5.65838 2.88666 2.93922
C 4.49131 0.47614 3.27128
Cl 5.90723 0.02822 4.14285
C 3.48528 -0.45613 3.04411
Cl 3.67446 -2.07659 3.60804
Cl -1.58019 3.42812 -1.85259
Si 0.00195 3.73039 -0.53105
Cl 1.62083 3.98794 -1.83956
Cl -0.29007 5.56151 0.33556
```


Entry 4:
Below is a structure of composition C36H55ClFN10O7P2RbS, with properties calculated with ωB97M-V with the def2-TZVPD basis set.

* E_LUMO: 3.64 eV
* HOMO-LUMO gap: 5.339 eV
* charge: -2
* F_max: 1.10 eV/Å
* calculated total energy: -112764.7765 eV

Structure (XYZ):
```
114
C36H55ClFN10O7P2RbS (ωB97M-V with the def2-TZVPD basis set)
Rb 0.30235 0.48143 0.37865
O 2.63974 2.03437 1.34838
C 3.90515 2.20948 1.37869
C 4.46079 3.42077 1.89272
C 5.81709 3.65334 1.94394
C 6.72524 2.69370 1.48607
C 6.21548 1.50364 0.99502
C 4.84729 1.22611 0.93234
C 4.48564 -0.08943 0.40089
N 3.32536 -0.59917 0.24834
N 3.41671 -1.83833 -0.40250
C 2.63438 -2.77520 0.05388
O 1.80517 -2.75850 1.01551
C 2.80991 -4.07705 -0.70559
C 3.98398 -4.37337 -1.39608
C 4.12591 -5.57529 -2.07329
C 3.08838 -6.50151 -2.08712
C 1.91026 -6.20846 -1.41546
C 1.78328 -5.01028 -0.72544
H 3.75384 4.15830 2.25560
H 6.18247 4.59237 2.34979
H 7.79362 2.86944 1.52075
H 6.90113 0.73685 0.64256
H 5.34111 -0.69722 0.07622
H 4.77253 -3.63258 -1.38957
H 5.04952 -5.79177 -2.59886
H 3.19490 -7.43642 -2.62525
H 1.08221 -6.90763 -1.43928
H 0.86688 -4.76802 -0.21075
O -0.56245 -1.60103 -2.28943
Cl -1.70347 -2.48263 -2.34856
O -1.36109 -3.77265 -1.75418
O -2.12782 -2.67443 -3.70880
O -2.79207 -1.91503 -1.56409
C 0.09375 0.16061 6.58016
N 1.14541 0.35200 5.62338
C 1.76023 -0.80974 4.99868
C 2.56342 -0.19702 3.84686
N 2.08501 1.18038 3.82484
C 1.25924 1.46347 4.82585
S 0.51510 2.94631 5.12870
H -0.62822 -0.57507 6.20481
H -0.41091 1.11276 6.73417
H 0.49156 -0.19537 7.53661
H 0.98758 -1.49696 4.64317
H 2.39522 -1.34271 5.71216
H 2.39074 -0.69375 2.88947
H 3.63880 -0.21747 4.04354
H 2.23209 1.73000 2.95835
C -1.49865 -4.47056 1.85855
N -1.94302 -3.30712 1.00371
C -3.42189 -3.07110 1.18530
N -3.77034 -2.91220 2.56502
C -3.29290 -4.05903 3.32616
N -1.85736 -4.27836 3.22772
C -1.12043 -3.11552 3.79224
P -1.43504 -1.38259 3.01849
C -1.15081 -2.07676 1.32131
C -3.27769 -1.62954 3.11619
H -0.41714 -4.53841 1.75116
H -1.98253 -5.36241 1.45135
H -1.76809 -3.53344 0.00818
H -3.92687 -3.94167 0.75889
H -3.66511 -2.18172 0.60779
H -3.80748 -4.95404 2.95838
H -3.55102 -3.91048 4.37567
H -0.05113 -3.33354 3.71111
H -1.35926 -3.06801 4.86104
H -0.08911 -2.33877 1.22283
H -1.40968 -1.33993 0.57256
H -3.75423 -0.80538 2.58960
H -3.57791 -1.58676 4.16696
F -1.96423 0.39750 1.86194
O -0.53887 2.47054 -1.05381
P -1.20926 2.65923 -2.35660
N -1.47920 4.29968 -2.61978
C -2.70036 4.81769 -3.24030
C -3.13590 6.01464 -2.36510
C -2.28904 5.88738 -1.09633
C -1.00153 5.26660 -1.62314
N -0.33367 2.08277 -3.63903
C 0.94640 1.37351 -3.39541
C 1.91828 2.08112 -4.32794
C 1.04722 2.35875 -5.55074
C -0.30290 2.75620 -4.94147
N -2.67796 1.93413 -2.46734
C -3.58064 1.94046 -1.29938
C -4.64798 0.90005 -1.65800
C -4.58933 0.81934 -3.18437
C -3.09709 0.94749 -3.46737
H -3.45954 4.03417 -3.26752
H -2.51815 5.13772 -4.27249
H -4.20822 6.00174 -2.16679
H -2.90377 6.95525 -2.87043
H -2.75156 5.20218 -0.38317
H -2.12640 6.84408 -0.59874
H -0.41106 4.76163 -0.86381
H -0.37705 6.03220 -2.10042
H 0.85219 0.31667 -3.65530
H 1.23896 1.44063 -2.34916
H 2.79411 1.47238 -4.54899
H 2.25102 3.01808 -3.87491
H 0.94091 1.44570 -6.14062
H 1.44082 3.14073 -6.20170
H -1.13778 2.44190 -5.57591
H -0.36972 3.84007 -4.80872
H -4.02141 2.93847 -1.17409
H -3.05230 1.69078 -0.37703
H -5.63177 1.17528 -1.27677
H -4.36673 -0.06541 -1.23923
H -5.11970 1.66967 -3.62679
H -5.01022 -0.10328 -3.58416
H -2.88557 1.29832 -4.47851
H -2.59570 -0.00997 -3.32661
```


Entry 5:
Below is a cluster of 2 separate species, CHI3O in total, with properties calculated with ωB97M-V with the def2-TZVPD basis set.

* E_LUMO: -1.96 eV
* HOMO-LUMO gap: 7.567 eV
* structure (SMILES): O=CI.II
* F_max: 2.25 eV/Å
* calculated total energy: -27402.2237 eV

Structure (XYZ):
```
6
CHI3O (ωB97M-V with the def2-TZVPD basis set)
C -1.61525 0.10890 -0.10315
O -2.60173 0.07678 -0.71658
I -0.45997 1.97132 0.10408
I 3.32982 -0.50388 1.31458
I 2.29167 -1.14302 -1.07189
H -0.94455 -0.51009 0.47297
```